Formula: C33H45ClN2O5S
Source: OMol25
Level of theory: ωB97M-V with the def2-TZVPD basis set

Geometry as XYZ:
```
87
Properties=species:S:1:pos:R:3:mulliken_charge:R:1
C 7.26 -1.12 1.35 -1.05
C 7.57 -0.05 0.24 0.79
O 8.29 0.88 0.51 -0.52
N 6.98 -0.30 -1.07 0.08
C 7.85 0.25 -2.17 -0.90
C 5.69 0.38 -1.23 -0.33
C 5.50 1.82 -1.37 0.06
C 4.19 2.45 -1.58 -0.55
O 4.06 3.83 -1.71 -0.45
C 3.03 1.57 -1.64 0.52
C 3.18 0.12 -1.46 -0.70
C 4.50 -0.49 -1.26 -0.35
N 2.06 -0.84 -1.52 0.40
C 1.78 -0.99 -2.98 -0.66
C 0.54 -1.89 -3.34 0.17
C 0.41 -3.20 -2.47 -1.16
Cl -1.04 -0.94 -3.43 -0.18
C 0.91 -0.36 -0.76 -0.74
C 0.20 -1.26 0.15 -0.74
C -0.96 -0.86 0.94 -0.91
C -1.46 0.50 0.79 -0.78
C -0.80 1.48 -0.09 0.63
C -1.43 2.91 -0.17 -0.57
O -0.62 3.97 0.38 -0.41
C -0.19 4.88 -0.57 0.24
C -1.03 5.58 -1.53 -0.18
C -0.55 6.55 -2.52 -0.63
C 0.89 6.82 -2.53 -0.45
C 1.77 6.17 -1.56 -0.30
C 1.25 5.21 -0.59 0.07
C 0.38 1.02 -0.83 1.46
S 1.31 2.15 -1.94 -0.19
H 7.28 -2.12 0.84 0.31
H 6.25 -0.96 1.82 0.24
H 8.04 -1.13 2.16 0.34
H 8.72 -0.42 -2.40 0.28
H 7.19 0.35 -3.07 0.36
H 8.24 1.27 -1.95 0.33
H 6.42 2.45 -1.35 0.32
H 4.31 4.18 -0.83 0.36
H 4.62 -1.59 -1.12 0.42
H 1.67 -0.02 -3.54 0.29
H 2.68 -1.50 -3.42 0.48
H 0.71 -2.24 -4.40 0.47
H 1.33 -3.38 -1.86 0.23
H 0.16 -4.04 -3.16 0.37
H -0.45 -3.10 -1.75 0.27
H 0.58 -2.30 0.22 0.50
H -1.41 -1.63 1.62 0.39
H -2.38 0.78 1.38 0.23
H -2.37 2.87 0.45 0.13
H -1.77 3.08 -1.23 0.37
H -2.13 5.37 -1.55 0.34
H -1.26 7.02 -3.24 0.35
H 1.30 7.54 -3.29 0.33
H 2.85 6.41 -1.55 0.29
H 1.91 4.68 0.14 0.29
C -7.65 -1.02 1.35 -1.07
C -6.48 -0.22 1.92 -0.36
O -5.40 -0.09 1.02 -0.35
C -5.67 0.59 -0.20 -0.35
C -6.15 2.02 -0.02 -1.14
H -7.31 -2.00 1.01 0.28
H -8.42 -1.15 2.12 0.40
H -8.11 -0.51 0.50 0.27
H -6.09 -0.75 2.79 0.33
H -6.81 0.76 2.28 0.33
H -6.38 0.01 -0.80 0.31
H -4.73 0.60 -0.76 0.33
H -7.11 2.06 0.50 0.33
H -6.27 2.50 -0.99 0.40
H -5.43 2.59 0.58 0.29
C -1.58 -6.55 3.54 -1.13
C -1.23 -5.12 3.19 -0.28
O -2.29 -4.42 2.56 -0.39
C -3.48 -4.27 3.32 -0.31
C -3.29 -3.51 4.63 -1.11
H -1.92 -7.09 2.66 0.29
H -0.70 -7.07 3.95 0.40
H -2.37 -6.60 4.30 0.27
H -0.40 -5.12 2.47 0.29
H -0.87 -4.57 4.06 0.34
H -3.94 -5.25 3.50 0.36
H -4.18 -3.71 2.69 0.29
H -2.63 -4.05 5.31 0.34
H -4.25 -3.37 5.12 0.39
H -2.84 -2.54 4.44 0.25
```

Computed properties:
- Kohn-Sham gap: 8.46 eV
- Molecular weight: 617.3 g mol⁻¹
- LUMO: 0.55 eV
- HOMO level: -7.909 eV